1.
C12H10F3FeNO5 | ωB97M-V/def2-TZVPD

Summary:
- Charge: 0
- Calculated total energy: -66867.081 eV
- Multiplicity: 5
- HOMO-LUMO gap (spin up / spin down): 0.2021 / 0.2725 hartree
- ⟨S²⟩: 6.0869
- E_LUMO (spin up / spin down): -0.18 / -1.92 eV

Last column: natural (NBO) charge in e.
Atoms and positions in Å:
1 C -2.593 1.776 -1.066  -0.26
2 O -1.274 1.904 -0.475  -0.50
3 C -0.364 0.889 -0.657  0.29
4 C 0.621 0.705 0.361  -0.32
5 C 1.100 -0.557 0.556  -0.13
6 C 0.553 -1.710 -0.215  -0.14
7 C -0.049 -1.305 -1.535  -0.19
8 C -0.527 -0.058 -1.708  -0.29
9 Fe 1.219 3.326 -0.162  0.13
10 C 2.574 3.573 0.919  0.44
11 O 3.555 3.769 1.511  -0.49
12 C 0.652 4.973 -0.112  0.46
13 O 0.278 6.070 -0.188  -0.49
14 C 2.154 3.691 -1.580  0.44
15 O 2.789 4.020 -2.501  -0.50
16 H -3.195 2.529 -0.554  0.22
17 H -2.547 1.997 -2.146  0.19
18 H -3.040 0.787 -0.879  0.19
19 H 0.795 1.510 1.113  0.24
20 H 1.907 -0.766 1.283  0.25
21 H -1.218 -1.650 0.949  0.40
22 H 1.247 -2.573 -0.316  0.24
23 H -0.068 -2.029 -2.366  0.23
24 H -1.164 0.226 -2.580  0.24
25 H -1.246 -3.042 0.126  0.44
26 N -0.588 -2.422 0.614  -0.57
27 C -0.211 -3.107 1.848  0.22
28 C -0.334 -4.647 1.773  0.89
29 F -1.544 -5.090 2.213  -0.34
30 F -0.230 -5.024 0.464  -0.36
31 F 0.641 -5.260 2.476  -0.31
32 O 0.109 -2.503 2.835  -0.63


2.
C12H10I2 | ωB97M-V/def2-TZVPD

Summary:
- Charge: 0
- Calculated total energy: -28801.977 eV
- HOMO-LUMO gap (spin up / spin down): 0.2620 / 0.2478 hartree
- E_LUMO (spin up / spin down): -0.46 / -0.56 eV

Last column: natural (NBO) charge in e.
Atoms and positions in Å:
1 C -3.565 -1.046 0.201  -0.23
2 C -2.841 -0.481 1.258  -0.20
3 C -2.960 -1.480 -0.961  -0.21
4 C -1.472 -0.459 1.174  -0.17
5 C -1.588 -1.326 -1.125  -0.16
6 C -0.838 -0.846 -0.003  -0.20
7 C 2.986 -0.245 -0.651  -0.22
8 C 1.793 -1.058 -0.317  -0.33
9 C 3.233 0.964 -0.184  -0.13
10 C 0.550 -0.673 -0.147  0.25
11 C 2.250 1.796 0.552  -0.62
12 C 0.954 1.835 -0.136  -0.42
13 I 0.746 2.369 -2.154  0.20
14 I -0.607 2.672 1.034  0.19
15 H -4.554 -0.874 0.578  0.23
16 H -3.494 0.005 2.051  0.22
17 H -3.416 -1.940 -1.857  0.22
18 H -0.877 -0.074 2.053  0.23
19 H -1.071 -1.726 -1.941  0.22
20 H 3.919 -0.774 -0.942  0.22
21 H 1.784 -2.085 -0.460  0.23
22 H 4.221 1.353 -0.301  0.21
23 H 2.093 1.231 1.457  0.25
24 H 2.753 2.862 0.822  0.22


3.
C12H11AsN2O2PtS5 | ωB97M-V/def2-TZVPD

Summary:
- Charge: 0
- Calculated total energy: -137956.842 eV
- Multiplicity: 5
- HOMO-LUMO gap (spin up / spin down): 0.2960 / 0.2085 hartree
- ⟨S²⟩: 6.0258
- E_LUMO (spin up / spin down): -0.25 / -3.34 eV

Last column: natural (NBO) charge in e.
Atoms and positions in Å:
1 Pt 2.119 -0.792 1.993  0.90
2 S 5.553 0.848 4.466  -0.31
3 As 4.676 -0.923 3.822  0.87
4 S 4.403 -1.244 1.701  -0.38
5 S 2.476 -1.051 4.201  -0.19
6 S 5.838 -2.206 4.967  -0.33
7 C -2.967 -2.447 -4.074  -0.63
8 C -2.414 -1.986 -2.755  0.00
9 C -2.972 -0.907 -2.082  -0.17
10 C -2.458 -0.476 -0.867  -0.18
11 C -1.368 -1.138 -0.323  -0.39
12 C -0.797 -2.228 -0.973  -0.15
13 C -1.324 -2.641 -2.180  -0.21
14 S -0.698 -0.583 1.198  2.32
15 O -1.672 0.265 1.818  -0.92
16 O -0.205 -1.765 1.901  -0.95
17 N 0.699 0.185 0.854  -0.96
18 C 0.765 1.612 0.759  0.35
19 C -0.286 2.402 0.301  -0.27
20 C -0.073 3.764 0.215  -0.15
21 C 1.157 4.293 0.575  -0.28
22 C 2.138 3.416 1.002  0.06
23 N 1.951 2.101 1.090  -0.46
24 H -3.890 -1.924 -4.320  0.22
25 H -3.175 -3.517 -4.060  0.23
26 H -2.254 -2.265 -4.880  0.23
27 H -3.830 -0.401 -2.507  0.21
28 H -2.913 0.347 -0.335  0.24
29 H 0.040 -2.749 -0.529  0.24
30 H -0.888 -3.494 -2.687  0.22
31 H -1.237 1.971 0.032  0.23
32 H -0.867 4.411 -0.135  0.22
33 H 1.354 5.355 0.523  0.22
34 H 3.121 3.769 1.290  0.20


4.
C12H11BN2OS | ωB97M-V/def2-TZVPD

Summary:
- Charge: 0
- Calculated total energy: -29163.444 eV
- HOMO-LUMO gap: 0.3300 hartree
- SMILES string: OB1c2sccc2C=NN1Cc1ccccc1
- E_LUMO: 0.49 eV

Last column: natural (NBO) charge in e.
Atoms and positions in Å:
1 N 0.579 2.109 -0.027  -0.19
2 O 1.046 -1.229 -1.755  -0.88
3 S -1.947 -0.052 -3.292  0.43
4 B 0.486 0.039 -1.474  0.94
5 C -0.513 2.501 -0.634  0.00
6 C -2.953 1.314 -3.036  -0.39
7 C -0.818 0.512 -2.085  -0.52
8 C -2.444 2.219 -2.184  -0.23
9 C -1.200 1.755 -1.607  -0.09
10 C 0.010 -2.339 2.871  -0.22
11 C 0.054 -0.982 3.144  -0.21
12 C 0.720 -2.846 1.816  -0.20
13 C 0.767 -0.106 2.351  -0.23
14 C 1.396 -1.952 1.003  -0.23
15 C 1.462 -0.594 1.265  0.03
16 N 1.079 0.966 -0.528  -0.42
17 C 2.075 0.347 0.295  -0.26
18 H 0.429 -1.762 -2.297  0.50
19 H -0.917 3.473 -0.430  0.20
20 H -3.884 1.426 -3.568  0.24
21 H -2.955 3.152 -1.887  0.23
22 H -0.581 -3.052 3.452  0.21
23 H -0.488 -0.603 3.985  0.21
24 H 0.660 -3.896 1.545  0.21
25 H 0.665 0.963 2.485  0.22
26 H 1.870 -2.282 0.124  0.22
27 H 2.614 1.113 0.828  0.22
28 H 2.788 -0.193 -0.361  0.22